[1]
Below is a 2-piece molecular cluster, H7NSi2 overall at a distorted geometry, with properties calculated with ωB97M-V with the def2-TZVPD basis set.

Each line ends with the natural charge from an NBO analysis.
CARTESIAN COORDINATES (ANGSTROEM)
N: -1.77 -0.79 -0.52  -1.28
Si: 1.77 0.37 0.17  0.58
Si: -1.86 0.90 0.01  0.81
H: -2.55 -1.46 -0.49  0.40
H: -0.89 -1.18 -0.78  0.39
H: 2.55 1.80 0.12  -0.12
H: 2.82 -0.87 0.15  -0.15
H: 0.74 0.23 -0.96  -0.16
H: -3.32 0.99 0.29  -0.29
H: 1.26 0.21 1.45  -0.17

- Relative energy (zero: lowest compared OMol25 entry of this formula, charge and spin): 110.7 kJ/mol

***

[2]
Below is a 6-piece molecular cluster, C31H61ClFN8O8P overall at a distorted geometry, with properties calculated with ωB97M-V with the def2-TZVPD basis set.

Each line ends with the Mulliken charge.
CARTESIAN COORDINATES (ANGSTROEM)
C: 3.54 -4.17 3.11  -0.72
C: 3.70 -2.78 2.23  0.41
O: 4.69 -1.91 2.50  -0.56
N: 2.72 -2.45 1.08  -0.16
C: 1.60 -1.61 1.64  -0.61
C: 0.90 -0.58 0.57  -0.02
C: 1.98 0.54 -0.03  -0.16
C: 1.41 2.09 0.04  -0.80
C: 1.83 2.93 1.38  1.34
C: 2.15 1.83 2.59  -0.39
N: 2.34 1.29 3.78  -0.64
O: 3.05 3.77 1.23  -0.10
C: 4.14 3.07 0.56  -0.22
C: 5.47 4.08 0.66  0.12
C: 5.21 5.37 1.68  -0.99
C: 6.86 3.30 1.04  0.12
C: 6.78 2.44 2.45  -0.83
C: 7.47 2.43 -0.23  -1.09
C: 0.67 4.03 1.87  0.94
F: -0.72 3.63 1.55  -0.22
C: 1.08 5.44 1.05  0.00
N: 1.57 6.54 0.53  -0.54
P: 0.72 4.45 3.73  0.23
O: 0.01 3.09 4.63  -0.48
Cl: 2.75 4.67 4.44  -0.20
H: 4.55 -4.36 3.67  0.30
H: 3.25 -5.06 2.40  0.27
H: 2.68 -4.07 3.92  0.11
H: 2.26 -3.38 0.83  0.25
H: 0.76 -2.36 2.02  0.28
H: 2.03 -1.06 2.61  0.17
H: 0.11 0.06 1.19  0.08
H: 0.29 -1.12 -0.27  0.23
H: 3.07 0.41 0.39  0.12
H: 2.05 0.29 -1.20  0.35
H: 1.83 2.65 -0.93  0.30
H: 0.24 2.00 -0.15  0.00
H: 4.43 2.03 1.00  0.03
H: 3.99 2.91 -0.61  0.04
H: 5.63 4.57 -0.42  0.29
H: 4.37 6.11 1.27  0.26
H: 5.02 5.06 2.79  0.03
H: 6.22 6.00 1.65  0.38
H: 7.67 4.16 1.24  0.35
H: 5.79 2.74 3.04  0.18
H: 6.65 1.30 2.13  0.20
H: 7.74 2.57 3.12  0.29
H: 6.75 1.55 -0.57  0.22
H: 8.53 2.01 0.10  0.33
H: 7.68 3.21 -1.09  0.32
H: -0.25 2.39 3.93  0.35
C: -5.31 1.94 -1.78  -0.95
N: -3.93 1.67 -1.46  -0.07
C: -3.26 1.95 -0.30  0.70
C: -4.03 2.63 0.80  -1.29
O: -2.08 1.65 -0.18  -0.57
H: -5.80 0.99 -2.01  0.25
H: -5.33 2.57 -2.67  0.48
H: -5.84 2.43 -0.97  0.26
H: -3.35 1.20 -2.15  0.22
H: -3.37 2.80 1.66  0.17
H: -4.39 3.61 0.45  0.38
H: -4.87 2.01 1.12  0.41
C: 1.01 -4.70 -3.69  -0.94
N: 1.31 -3.56 -2.86  -0.03
C: 1.19 -2.23 -3.17  0.71
C: 0.68 -1.88 -4.55  -1.20
O: 1.48 -1.38 -2.35  -0.56
H: 0.25 -5.30 -3.19  0.25
H: 1.93 -5.29 -3.80  0.32
H: 0.65 -4.41 -4.68  0.36
H: 1.65 -3.72 -1.92  0.14
H: 0.64 -0.79 -4.65  0.30
H: 1.36 -2.27 -5.31  0.36
H: -0.32 -2.28 -4.69  0.20
C: -4.96 -4.13 -5.92  -0.85
N: -3.58 -4.40 -5.60  -0.16
C: -2.91 -4.12 -4.44  0.72
C: -3.68 -3.43 -3.34  -1.32
O: -1.73 -4.42 -4.32  -0.57
H: -5.45 -5.08 -6.15  0.28
H: -4.98 -3.50 -6.81  0.28
H: -5.49 -3.64 -5.11  0.33
H: -3.00 -4.86 -6.29  0.24
H: -3.02 -3.27 -2.48  0.28
H: -4.04 -2.46 -3.69  0.36
H: -4.52 -4.06 -3.02  0.40
C: -9.99 3.85 -5.46  -0.83
N: -8.61 3.58 -5.14  -0.17
C: -7.94 3.86 -3.98  0.74
C: -8.71 4.55 -2.88  -1.25
O: -6.76 3.56 -3.86  -0.65
H: -10.48 2.90 -5.69  0.28
H: -10.01 4.49 -6.35  0.28
H: -10.52 4.35 -4.65  0.32
H: -8.03 3.12 -5.83  0.24
H: -8.05 4.71 -2.02  0.26
H: -9.07 5.52 -3.23  0.37
H: -9.55 3.92 -2.56  0.36
C: 2.48 -6.02 8.38  -0.84
N: 2.62 -6.09 6.94  -0.15
C: 1.65 -5.93 5.99  0.82
C: 0.25 -5.65 6.46  -1.34
O: 1.94 -6.02 4.80  -0.65
H: 3.13 -5.23 8.75  0.29
H: 2.80 -6.98 8.80  0.29
H: 1.45 -5.81 8.69  0.32
H: 3.53 -6.28 6.56  0.23
H: -0.41 -5.54 5.59  0.29
H: -0.11 -6.47 7.08  0.39
H: 0.23 -4.71 7.02  0.37

- Structure (SMILES): CC(=O)NCCCC[C@@](C#N)(OC[C@@H](C)C(C)C)[C@](F)(C#N)P(O)Cl.CNC(C)=O.CNC(C)=O.CNC(C)=O.CNC(C)=O.CNC(C)=O

***

[3]
Below is the molecule C5H11NO, with properties calculated with ωB97M-V with the def2-TZVPD basis set.

Each line ends with the natural charge from an NBO analysis.
CARTESIAN COORDINATES (ANGSTROEM)
C: -0.92 -1.30 -0.72  -0.62
C: -0.67 0.17 -0.38  -0.06
C: -1.57 0.64 0.77  -0.62
N: 0.74 0.42 -0.09  -0.44
C: 1.41 -0.32 0.96  -0.41
C: 1.46 1.22 -0.93  0.54
O: 1.02 1.80 -1.91  -0.62
H: -0.77 -1.96 0.15  0.20
H: -1.95 -1.44 -1.07  0.22
H: -0.24 -1.63 -1.52  0.22
H: -0.88 0.77 -1.26  0.24
H: -1.44 1.72 0.94  0.22
H: -2.62 0.45 0.52  0.22
H: -1.35 0.11 1.71  0.20
H: 0.93 -0.14 1.93  0.20
H: 1.41 -1.40 0.76  0.19
H: 2.45 0.01 1.03  0.21
H: 2.52 1.31 -0.62  0.11

- Relative energy (zero: lowest compared OMol25 entry of this formula, charge and spin): 42.6 kJ/mol
- Structure (SMILES): CC(C)N(C)C=O

***

[4]
Below is a 2-piece molecular cluster, C10H18N4O5 overall at a distorted geometry, with properties calculated with ωB97M-V with the def2-TZVPD basis set.

Each line ends with the natural charge from an NBO analysis.
CARTESIAN COORDINATES (ANGSTROEM)
N: 0.95 0.30 2.53  -0.82
C: 0.94 -1.03 1.97  -0.15
C: 1.55 -1.06 0.59  -0.44
C: 2.81 -0.23 0.57  0.12
C: 3.09 0.85 -0.18  -0.09
N: 4.31 1.34 0.24  -0.49
C: 4.74 0.55 1.26  0.19
N: 3.84 -0.38 1.50  -0.54
C: 1.55 -2.06 2.93  0.76
O: 0.80 -2.87 3.37  -0.59
O: 2.76 -1.87 3.44  -0.70
H: 0.31 0.31 3.28  0.36
H: 1.87 0.53 2.94  0.36
H: -0.14 -1.35 1.88  0.22
H: 1.80 -2.11 0.32  0.22
H: 0.93 -0.65 -0.11  0.26
H: 2.52 1.24 -1.01  0.21
H: 4.78 2.04 -0.10  0.40
H: 5.72 0.59 1.75  0.21
H: 3.24 -1.25 2.85  0.50
C: -3.92 1.76 -1.01  -0.63
C: -3.60 0.30 -1.26  0.10
O: -4.82 -0.42 -1.45  -0.72
C: -2.64 0.14 -2.46  -0.18
N: -2.47 -1.22 -2.97  -0.81
C: -1.24 0.58 -2.08  0.81
O: -0.51 -0.18 -1.47  -0.63
O: -0.93 1.83 -2.40  -0.65
H: -3.01 2.36 -1.02  0.22
H: -4.60 2.12 -1.76  0.22
H: -4.39 1.87 -0.06  0.22
H: -3.07 -0.10 -0.36  0.17
H: -4.71 -1.27 -1.02  0.48
H: -3.05 0.77 -3.24  0.21
H: -3.41 -1.63 -3.06  0.37
H: -1.96 -1.77 -2.28  0.37
H: -0.03 1.98 -2.12  0.49

- Relative energy (zero: lowest compared OMol25 entry of this formula, charge and spin): 219.8 kJ/mol
- Structure (SMILES): N[C@@H](Cc1c[nH]cn1)C(=O)O.C[C@@H](O)[C@H](N)C(=O)O

***

[5]
Below is C6H18BrNaO8P2 as an isolated structure at a distorted geometry, with properties calculated with ωB97M-V with the def2-TZVPD basis set.

Each line ends with the natural charge from an NBO analysis.
CARTESIAN COORDINATES (ANGSTROEM)
Na: -6.83 5.64 -0.81  0.94
Br: -1.64 6.45 -0.42  -0.94
C: -1.04 0.08 -4.80  -0.25
O: -0.38 -1.11 -4.36  -0.83
P: -0.93 -2.65 -4.54  2.54
O: -1.55 -2.91 -5.87  -1.09
O: 0.41 -3.49 -4.24  -0.81
C: 1.61 -3.51 -5.06  -0.26
O: -1.78 -2.94 -3.20  -0.78
C: -3.00 -2.27 -3.20  -0.26
H: -1.59 0.56 -3.99  0.19
H: -1.70 -0.15 -5.64  0.19
H: -0.29 0.70 -5.30  0.20
H: 2.53 -3.15 -4.59  0.20
H: 1.51 -3.07 -6.06  0.20
H: 1.87 -4.50 -5.44  0.19
H: -3.13 -1.58 -4.04  0.18
H: -2.99 -1.64 -2.31  0.19
H: -3.85 -2.95 -3.30  0.20
C: 1.52 0.78 2.16  -0.28
O: 2.12 0.71 3.46  -0.79
P: 1.59 1.91 4.40  2.56
O: 1.88 3.23 3.89  -1.08
O: 0.02 1.56 4.82  -0.79
C: -0.46 0.27 4.91  -0.26
O: 2.38 1.56 5.71  -0.84
C: 2.84 2.48 6.71  -0.24
H: 1.27 1.81 1.91  0.21
H: 0.51 0.35 2.16  0.17
H: 2.15 0.28 1.42  0.21
H: -1.30 0.17 4.23  0.18
H: -0.74 0.15 5.96  0.18
H: 0.06 -0.66 4.68  0.19
H: 2.52 2.05 7.66  0.19
H: 2.46 3.46 6.43  0.21
H: 3.92 2.40 6.68  0.19

***

[6]
Below is a 2-piece molecular cluster, C6H14O overall at a distorted geometry, with properties calculated with ωB97M-V with the def2-TZVPD basis set.

Each line ends with the natural charge from an NBO analysis.
CARTESIAN COORDINATES (ANGSTROEM)
C: 0.88 0.54 -1.77  -0.45
C: 0.53 0.44 -0.49  0.06
C: -0.46 1.39 0.19  -0.44
C: -1.19 2.45 -0.57  -0.62
C: 1.02 -0.68 0.40  -0.44
C: 2.14 -1.58 -0.08  -0.61
H: 0.44 1.30 -2.41  0.19
H: 1.73 0.02 -2.19  0.20
H: -1.04 0.79 0.90  0.21
H: 0.18 1.94 0.89  0.21
H: -0.40 3.02 -1.08  0.21
H: -1.93 2.20 -1.33  0.21
H: -1.68 3.22 0.04  0.22
H: 1.16 -0.23 1.41  0.20
H: 0.12 -1.31 0.58  0.23
H: 2.98 -1.10 -0.58  0.21
H: 2.49 -2.07 0.83  0.21
H: 1.75 -2.34 -0.77  0.21
O: -2.65 -2.72 1.70  -0.93
H: -3.52 -2.30 1.71  0.47
H: -2.56 -2.97 2.62  0.46

- Relative energy (zero: lowest compared OMol25 entry of this formula, charge and spin): 118.0 kJ/mol
- Structure (SMILES): C=C(CC)CC.O

***

[7]
Below is the molecule C26H20ClFN2O2, with properties calculated with ωB97M-V with the def2-TZVPD basis set.

Each line ends with the natural charge from an NBO analysis.
CARTESIAN COORDINATES (ANGSTROEM)
C: -2.86 -3.38 -1.06  -0.60
C: -2.62 -2.25 -0.05  -0.43
C: -1.24 -1.65 -0.12  0.03
C: -1.01 -0.33 -0.19  -0.04
C: 0.35 0.23 -0.23  0.05
C: 1.32 -0.23 -1.11  -0.23
C: 2.59 0.31 -1.11  -0.17
C: 2.94 1.33 -0.22  -0.10
C: 4.29 1.85 -0.25  -0.08
C: 4.80 2.82 0.52  -0.33
C: 6.19 3.24 0.36  0.75
O: 6.98 2.79 -0.44  -0.60
O: 6.53 4.22 1.22  -0.68
C: 1.95 1.80 0.66  -0.17
C: 0.69 1.27 0.64  -0.21
C: -2.08 0.70 -0.18  -0.09
C: -2.10 1.64 -1.22  -0.17
C: -3.04 2.65 -1.28  -0.26
C: -3.96 2.71 -0.24  0.19
N: -4.99 3.56 0.02  -0.37
N: -5.62 3.25 1.16  -0.22
C: -5.02 2.20 1.66  -0.04
C: -3.94 1.79 0.83  -0.16
C: -2.99 0.77 0.86  -0.16
C: -0.11 -2.59 0.02  -0.11
C: 0.30 -3.43 -1.02  -0.17
C: 1.35 -4.31 -0.87  -0.29
C: 2.01 -4.35 0.35  0.41
F: 3.04 -5.21 0.51  -0.32
C: 1.65 -3.54 1.40  -0.30
C: 0.59 -2.67 1.22  0.00
Cl: 0.13 -1.65 2.54  0.02
H: -2.20 -4.23 -0.86  0.21
H: -3.89 -3.72 -0.98  0.22
H: -2.70 -3.03 -2.07  0.20
H: -3.36 -1.47 -0.22  0.22
H: -2.77 -2.65 0.96  0.21
H: 1.07 -1.01 -1.82  0.22
H: 3.33 -0.06 -1.80  0.21
H: 4.95 1.41 -0.98  0.22
H: 4.25 3.34 1.29  0.21
H: 7.46 4.47 1.09  0.50
H: 2.19 2.60 1.35  0.21
H: -0.06 1.64 1.33  0.22
H: -1.36 1.55 -2.01  0.22
H: -3.05 3.36 -2.09  0.22
H: -5.31 4.34 -0.53  0.41
H: -5.35 1.77 2.58  0.21
H: -2.95 0.07 1.68  0.22
H: -0.21 -3.37 -1.97  0.22
H: 1.67 -4.95 -1.68  0.23
H: 2.18 -3.59 2.34  0.25

- Structure (SMILES): CC/C(=C(/c1ccc(/C=C/C(=O)O)cc1)c1ccc2[nH]ncc2c1)c1ccc(F)cc1Cl

***

Respective HOMO values: -8.5; -8.9; -9.3; -8.9; -6.4; -9.0; -8.2 eV.
Respective gap between HOMO and LUMO values: 8.6; 9.0; 10.2; 9.1; 3.3; 9.8; 8.0 eV.